(1)
Here is an isolated molecule of C3H8N2O2 from OMol25. Energies are from wB97M-V/def2-TZVPD.

Molar mass   104.1 g/mol
<S²>   2.010
Maximum force   8.0 eV/A
Energy above the lowest of the compared OMol25 structures with the same formula, charge and spin   345.6 kJ/mol
HOMO level (spin up / spin down)   -6.00 / -9.54 eV
Frontier orbital gap (spin up / spin down)   6.7148 / 6.8633 eV
LUMO (spin up / spin down)   0.7 / -2.7 eV

Structure (ORCA input):
```
! wB97M-V def2-TZVPD RIJCOSX def2/J DEFGRID3
* xyz 0 3
C 0.1764 0.0247 -1.4353
C 1.2006 -0.2392 0.9828
C -0.0344 -0.0042 0.0374
N -0.6215 1.2126 0.4003
N -1.2870 -1.0867 0.3156
O -1.2348 -2.0526 1.0204
O -2.2250 -0.7894 -0.3384
H 1.2820 0.0126 -1.5997
H -0.1693 -0.9473 -1.8187
H -0.2332 0.9562 -1.9822
H 0.9203 -0.0302 1.9972
H 1.6064 -1.2645 0.8831
H 1.9105 0.5484 0.8385
H -1.1338 1.7871 -0.2984
H -0.1573 1.8725 0.9975
*
```

(2)
Here is a structure of composition C12H13Br3LaO2 from OMol25. Energies are from wB97M-V/def2-TZVPD.

Molar mass   567.9 g/mol
Maximum force   1.7 eV/A
HOMO level   -18.14 eV
Frontier orbital gap   3.5182 eV
LUMO   -14.6 eV

Structure (ORCA input):
```
! wB97M-V def2-TZVPD RIJCOSX def2/J DEFGRID3
* xyz 3 1
C 3.1451 -1.8020 0.1803
C 1.6346 -1.6403 0.0518
Br 0.7683 -3.3380 0.1307
C 1.2466 -0.7313 -1.1974
Br 0.0845 -1.4597 -2.5420
C 0.7003 0.5703 -0.7741
C -0.4524 0.7395 -0.0563
C -1.2895 -0.4310 0.4376
C -2.8066 -0.1693 0.5044
C -3.5448 -1.4419 0.1616
Br -3.4242 -2.6903 1.6132
C -0.8172 2.2315 0.2194
O -1.9578 2.6254 0.3824
C 0.3229 3.2827 0.2965
C 1.4310 3.0718 -0.4182
C 1.5137 1.7901 -1.2133
O 2.2350 1.7176 -2.1781
H 3.4821 -1.6355 1.1926
H 3.4620 -2.7878 -0.1122
H 3.6829 -1.1117 -0.4564
H 1.2740 -1.0742 0.9497
H 2.1746 -0.5371 -1.7061
H -1.1053 -1.3236 -0.1445
H -0.9431 -0.7257 1.4795
H -3.0816 0.0920 1.5156
H -3.1072 0.6157 -0.1711
H -4.5826 -1.2057 -0.0020
H -3.1724 -1.8805 -0.7508
H 0.1500 4.1935 0.8492
H 2.2220 3.7999 -0.4817
La 0.7549 1.2557 2.2398
*
```

(3)
Here is a cluster of 4 separate species, C19H43ClNO10PS in total from OMol25. Energies are from wB97M-V/def2-TZVPD.

Molar mass   544.0 g/mol
Maximum force   2.5 eV/A
HOMO level   -9.09 eV
Frontier orbital gap   8.7489 eV
LUMO   -0.3 eV

Structure (ORCA input):
```
! wB97M-V def2-TZVPD RIJCOSX def2/J DEFGRID3
* xyz 0 1
C -1.6958 -3.1003 -1.9998
C -2.2617 -3.4934 -0.6534
C -1.1589 -3.7836 0.3992
N -1.5104 -4.6321 1.5665
C -0.3320 -4.6122 2.5544
C -0.6086 -5.2171 3.9192
C -1.8625 -4.5671 4.4906
C -3.0523 -4.6710 3.5760
C -2.7119 -3.9838 2.2661
C -1.8044 -6.0697 1.2728
H -2.4926 -3.2214 -2.7324
H -0.8967 -3.7799 -2.3072
H -1.2572 -2.1050 -2.0085
H -2.8056 -4.4473 -0.6688
H -2.9470 -2.7471 -0.2494
H -0.7935 -2.8261 0.7621
H -0.4250 -4.3913 -0.1332
H 0.0173 -3.5788 2.5896
H 0.4657 -5.1117 1.9993
H 0.2063 -4.9450 4.5898
H -0.6580 -6.3052 3.8955
H -1.6645 -3.5084 4.7064
H -2.0147 -4.8703 5.5322
H -3.8545 -4.0576 3.9966
H -3.4546 -5.6750 3.4487
H -2.4028 -2.9439 2.3692
H -3.5436 -4.0148 1.5648
H -2.7716 -6.1055 0.7695
H -1.8973 -6.6204 2.1960
H -1.0397 -6.3697 0.5609
Cl 1.8051 -1.1950 0.4165
O 1.7358 -2.5464 0.9372
O 1.4409 -1.1385 -0.9756
O 0.8982 -0.3469 1.1613
O 3.1751 -0.7640 0.5254
C 4.2722 2.8760 1.4845
C 2.9031 2.9213 0.8178
C 3.0349 2.8485 -0.7069
S 4.8308 2.7420 -1.0241
O 5.4268 4.0572 -1.0849
O 5.0435 1.8333 -2.1249
C 5.2256 2.0650 0.6018
H 4.2649 2.3225 2.4265
H 4.7446 3.8444 1.6417
H 2.3964 3.7657 1.2979
H 2.2317 2.1138 1.1206
H 2.6586 3.6836 -1.2944
H 2.6352 1.8995 -1.0561
H 6.2668 2.1185 0.9054
H 4.9499 1.0099 0.5216
C 1.7269 1.6735 -3.7202
C 0.4227 1.3177 -3.0315
O -0.6054 2.2347 -3.4547
P -0.8012 3.5188 -2.5342
O 0.4102 4.3355 -2.3669
O -1.9863 4.1965 -3.3218
C -1.9808 5.5813 -3.6611
C -2.5560 6.4301 -2.5382
O -1.4097 2.9205 -1.2003
C -0.7347 3.1431 0.0843
C -1.3180 4.3358 0.7876
H 1.6213 1.6798 -4.8052
H 2.1374 2.6262 -3.3925
H 2.5052 0.9460 -3.4714
H 0.1333 0.2984 -3.2774
H 0.5638 1.3648 -1.9484
H -0.9574 5.8829 -3.8985
H -2.5067 5.7379 -4.6012
H -2.1268 7.4339 -2.4759
H -3.6017 6.6725 -2.7516
H -2.4826 5.9798 -1.5528
H -0.8749 2.1918 0.5924
H 0.3153 3.2444 -0.1877
H -1.2477 5.2713 0.2334
H -2.3976 4.1449 0.8254
H -0.9609 4.4822 1.8043
*
```

(4)
Here is a structure of composition C11H13N2NiO6 from OMol25. Energies are from wB97M-V/def2-TZVPD.

Molar mass   327.9 g/mol
<S²>   2.014
Maximum force   6.8 eV/A
Energy above the lowest of the compared OMol25 structures with the same formula, charge and spin   0.0 kJ/mol
HOMO level (spin up / spin down)   -11.65 / -12.49 eV
Frontier orbital gap (spin up / spin down)   7.8579 / 7.9963 eV
LUMO (spin up / spin down)   -3.8 / -4.5 eV

Structure (ORCA input):
```
! wB97M-V def2-TZVPD RIJCOSX def2/J DEFGRID3
* xyz 1 3
O -0.2907 -6.8333 -0.5177
C -0.2429 -5.7740 -0.9805
Ni -1.3751 -1.3032 -1.2930
O 0.4406 -3.1756 -2.7695
C -0.2779 -2.4703 -2.2132
C -0.9944 0.2900 -2.3535
O -0.7535 1.2466 -2.9447
C -2.4616 -0.5241 -0.0620
O -3.1474 0.0480 0.6684
C -2.7088 -1.8151 -2.1607
O -3.6102 -2.2210 -2.7110
H -1.7021 -2.5308 -0.4204
C -0.6027 -0.4125 2.3586
N -0.0103 0.6150 1.5765
C 0.0960 1.9315 2.1081
C 1.4010 2.4977 1.7224
C 1.4578 2.5660 0.2522
N 1.3180 1.2669 -0.2840
C 1.9913 0.9039 -1.4755
C 0.5642 0.3135 0.3566
O 0.4673 -0.8167 -0.1755
H -1.6149 -0.1732 2.7180
H -0.0108 -0.5725 3.2735
H -0.6671 -1.3998 1.8407
H -0.7211 2.5766 1.7404
H -0.0332 1.8271 3.1974
H 2.2112 1.9042 2.1171
H 1.5394 3.4681 2.1503
H 2.4201 2.9274 -0.1341
H 0.6680 3.2325 -0.1289
H 1.7914 1.5806 -2.3186
H 3.0712 0.9668 -1.3150
H 1.7872 -0.1404 -1.8225
*
```

(5)
Here is an isolated molecule of C3H7NO from OMol25. Energies are from wB97M-V/def2-TZVPD.

Molar mass   73.1 g/mol
SMILES   C/N=C/CO
Maximum force   0.4 eV/A
Energy above the lowest of the compared OMol25 structures with the same formula, charge and spin   170.3 kJ/mol
HOMO level   -10.06 eV
Frontier orbital gap   11.1244 eV
LUMO   1.1 eV

Structure (ORCA input):
```
! wB97M-V def2-TZVPD RIJCOSX def2/J DEFGRID3
* xyz 0 1
C -1.7746 0.6753 0.2143
N -0.3671 0.6195 -0.0703
C 0.1404 -0.4426 -0.5267
C 1.5891 -0.6662 -0.1798
O 2.1150 0.4467 0.4754
H -1.8132 0.5053 1.2964
H -2.3669 -0.1116 -0.2771
H -2.1926 1.6665 0.0236
H -0.4488 -1.2665 -0.9579
H 1.5349 -1.5406 0.4975
H 2.2207 -0.9568 -1.0272
H 1.3630 1.0709 0.5318
*
```

(6)
Here is a structure of composition LiO8S2 from OMol25. Energies are from wB97M-V/def2-TZVPD.

Molar mass   199.1 g/mol
Maximum force   6.1 eV/A
Energy above the lowest of the compared OMol25 structures with the same formula, charge and spin   77.6 kJ/mol
HOMO level   2.86 eV
Frontier orbital gap   4.6967 eV
LUMO   7.6 eV

Structure (ORCA input):
```
! wB97M-V def2-TZVPD RIJCOSX def2/J DEFGRID3
* xyz -3 1
Li -0.1972 -0.8904 -0.4589
S 2.3158 0.0206 -0.0798
O 1.4475 -0.0194 -1.2452
O 1.5080 -0.7228 1.0536
O 3.5131 -0.8189 -0.3447
O 2.5197 1.4378 0.2932
S -2.3090 0.2385 0.1709
O -3.5795 0.7790 -0.2444
O -1.9542 0.1484 1.5981
O -2.0750 -1.1110 -0.2654
O -1.1890 0.9381 -0.4774
*
```

The evaluated total energy for the records listed, in turn: -378.83061 -8367.86881 -2756.42375 -2495.88217 -248.46163 -1405.78898 a.u..